A cluster of 7 separate species, C5H24NO6 in total, computed with the ωB97M-V functional and the def2-TZVPD basis.

Values from the calculation:
E, eV: -19343.630
Molecular weight, g mol⁻¹: 194.25
Multiplicity: 1
Kohn-Sham gap, eV: 11.8
Total charge: +1
ΔE to the lowest compared entry with this formula, charge and spin, kcal/mol: 21.0

```
36
Properties=species:S:1:pos:R:3:forces:R:3
C 1.718880 3.146200 0.110200 0.54 -1.92 -0.07
C 1.511337 1.773317 0.822323 0.79 2.87 -0.01
N 1.203762 0.652351 -0.076192 -3.65 0.27 1.40
C 1.333827 -0.517688 0.802351 1.07 -1.67 0.13
C 2.570990 -0.190596 1.702734 -0.51 -0.48 -0.86
C 2.739085 1.296843 1.582901 1.62 1.97 -1.69
H 2.290245 3.773566 0.740302 0.76 0.56 0.87
H 0.838861 3.701501 -0.085866 -1.08 0.13 -0.50
H 2.319137 2.988796 -0.781590 -0.06 0.15 -0.31
H 0.703803 1.951086 1.524014 -0.48 -0.67 -0.01
H 1.674076 0.623927 -0.951081 0.97 -0.12 -0.94
H 0.179512 0.666629 -0.347477 0.98 0.42 -0.21
H 0.410693 -0.695537 1.347215 0.02 0.78 0.28
H 1.318201 -1.440341 0.197504 0.84 0.48 0.23
H 2.353990 -0.519470 2.699913 0.29 -0.32 0.47
H 3.462776 -0.623059 1.271260 0.10 -0.68 0.38
H 3.662776 1.611135 0.971833 -1.18 -0.99 0.24
H 2.983522 1.944728 2.415219 -0.71 -0.42 0.87
H -1.703298 -2.356573 0.033081 0.22 0.46 -0.37
H -0.757336 -1.898014 -1.113031 0.34 -0.43 -0.54
O -0.876979 -1.848265 -0.166606 0.03 -0.39 0.38
H -3.737939 -2.263707 0.523877 -0.51 0.90 0.07
H -2.941912 -3.429960 0.820510 -0.09 -0.63 -0.18
O -3.247986 -2.931695 0.050386 0.22 -0.72 0.31
H -3.273336 -1.185758 -3.053240 0.86 -0.46 0.16
H -2.459905 -2.110596 -2.158165 -0.57 -1.57 1.06
O -2.364146 -1.387259 -2.737498 -0.84 1.62 -1.65
H 0.036385 0.696812 -2.939172 0.53 -0.79 0.51
H 0.958704 -0.435705 -3.419079 -0.01 0.12 0.30
O 0.683549 0.027619 -2.611527 -0.37 0.47 -1.01
H -2.521958 -0.705185 2.778064 -0.31 -0.39 0.21
H -2.667422 -0.041632 1.475437 -0.07 0.47 -0.77
O -2.972151 -0.822023 1.932315 0.32 0.00 0.54
H -2.363580 0.410624 -1.706984 2.44 0.11 2.29
H -1.425321 -0.377296 -0.689920 -0.29 -0.76 0.18
O -1.640827 0.515223 -0.964019 -2.20 1.63 -1.76
```
Forces are in eV/Å.

Atom charges from the natural (NBO) analysis, given in e for atoms 1 to 2:
1 C -0.62
2 C -0.05

A cluster of 19 separate species, C78H71F12N7O50 in total, computed with the ωB97M-V functional and the def2-TZVPD basis.

Values from the calculation:
E, eV: -227436.502
Molecular weight, g mol⁻¹: 2134.40
Multiplicity: 1
Kohn-Sham gap, eV: 8.8
ΔE to the lowest compared entry with this formula, charge and spin, kcal/mol: 0.0

```
218
Properties=species:S:1:pos:R:3:forces:R:3
C 4.908300 -3.776158 -5.599048 -0.05 1.09 -0.58
C 3.800230 -3.144260 -6.192845 0.89 0.24 -1.08
C 2.507731 -3.439423 -5.807844 0.79 -0.11 -0.20
C 2.344191 -4.369461 -4.810867 -0.69 -0.41 -0.11
C 3.408723 -5.007452 -4.224151 0.07 -0.59 0.99
C 4.702280 -4.680747 -4.589048 -0.04 0.02 -0.49
N 0.933081 -4.721193 -4.476719 -0.48 1.25 0.46
O 0.695182 -5.711729 -3.816660 0.30 0.21 -0.40
O 0.077180 -3.894666 -4.833135 0.83 -1.36 0.34
H 5.942148 -3.518021 -5.896560 -0.80 -0.18 0.04
H 3.969334 -2.483259 -7.065474 -0.16 -0.31 0.74
H 1.653054 -3.059375 -6.314747 -0.37 0.44 -0.21
H 3.266402 -5.744552 -3.446244 -0.24 -0.01 -0.01
H 5.574980 -5.146559 -4.180098 0.04 -0.36 0.54
C 2.888897 4.092324 6.241290 -0.86 0.59 -0.21
C 2.868311 5.258771 5.467951 -0.87 0.58 -0.11
C 3.868396 5.497590 4.552391 0.99 -0.84 0.24
C 4.924409 4.561653 4.506122 -0.05 1.06 0.24
C 4.996031 3.436529 5.284235 -0.58 -0.10 0.61
C 3.911661 3.189995 6.124735 0.39 -0.14 -0.09
N 6.039972 4.932521 3.626557 -1.58 -0.90 -0.39
O 7.146819 4.586051 3.900903 1.26 -0.14 0.38
O 5.693610 5.483268 2.600841 0.39 0.65 -0.75
H 2.040896 3.917003 6.897279 0.24 -0.12 0.05
H 2.027368 5.978890 5.560968 0.71 -0.62 -0.01
H 3.972211 6.370506 3.920038 -0.39 -0.03 0.13
H 5.806078 2.730790 5.349160 0.35 0.20 -0.55
H 3.920994 2.276856 6.682994 -0.12 -0.31 0.30
C -0.808814 -0.929793 -5.566403 -0.94 -0.82 0.74
C -1.944912 -0.551005 -4.809083 -0.10 -0.01 0.19
C -2.112227 0.796081 -4.493852 -0.40 -0.35 0.26
C -1.126335 1.697672 -4.869505 -1.57 0.33 0.81
C -0.057607 1.367294 -5.623058 1.03 -0.14 -0.79
C 0.066875 0.024536 -5.977905 1.15 1.20 -0.82
N -1.245071 3.085496 -4.404902 -0.25 0.28 1.47
O -0.426831 3.849279 -4.825267 0.85 1.10 -0.87
O -2.053364 3.413034 -3.535371 0.00 -0.95 -0.72
H -0.547618 -1.965201 -5.794116 -0.58 0.28 0.09
H -2.709652 -1.257944 -4.419597 0.76 0.36 -0.57
H -2.980745 1.157452 -3.928092 0.62 -0.26 -0.40
H 0.660734 2.138294 -5.928651 -0.33 -0.56 0.17
H 0.898927 -0.201498 -6.636672 0.00 -0.34 0.23
C -6.846296 -0.118024 2.619173 -1.51 1.46 -1.04
C -5.619570 0.062441 3.161936 0.82 -0.43 0.62
C -5.091870 1.334547 3.336097 1.55 0.63 0.13
C -5.832844 2.383302 2.858226 -0.45 0.59 -0.40
C -7.070164 2.231644 2.254725 -0.09 0.91 -0.57
C -7.589321 0.984945 2.131147 0.53 -1.33 1.04
N -5.305353 3.758457 2.878496 2.16 -0.56 0.92
O -6.011052 4.658715 2.533083 -0.80 0.74 -0.41
O -4.134997 3.908578 3.248946 -0.87 -0.24 -0.27
H -7.230862 -1.100036 2.532343 -0.40 -0.84 -0.07
H -5.142266 -0.862472 3.439679 0.65 0.22 0.32
H -4.077400 1.601258 3.732117 -1.12 -0.73 -0.25
H -7.584273 3.068021 1.773178 0.26 -0.18 0.64
H -8.585355 0.895156 1.777957 -0.63 -0.38 -0.57
C 5.566027 0.951193 3.050846 -1.07 -1.43 1.49
C 4.489616 0.889027 2.195172 -1.23 0.56 -1.20
C 4.536895 1.421292 0.882945 1.08 0.57 0.92
C 5.729046 2.078277 0.546672 -0.27 -0.96 -0.22
C 6.839037 2.036262 1.386139 1.14 -0.37 -1.93
C 6.765248 1.409918 2.594353 0.18 1.07 0.09
N 5.888270 2.471165 -0.881171 0.94 -0.55 -0.02
O 4.874202 2.563516 -1.548428 -0.19 0.30 -0.05
O 7.018321 2.574581 -1.348092 -0.85 0.14 0.59
H 5.421103 0.497350 4.066284 0.40 0.55 -1.10
H 3.552499 0.466775 2.543181 0.27 -0.11 -0.14
H 3.768194 1.361809 0.123297 -0.21 -0.19 0.42
H 7.852672 2.196417 0.982949 -0.79 0.66 0.14
H 7.663193 1.410196 3.149400 0.68 -0.32 0.85
C -0.864392 5.860880 -0.353068 0.47 -0.14 0.14
C -0.571479 6.846178 -1.270325 0.83 0.05 -1.41
C -1.249707 8.063020 -1.266421 1.13 0.23 -1.35
C -2.162060 8.204495 -0.256856 0.15 1.94 -1.12
C -2.441442 7.290957 0.693193 -1.17 -0.20 1.73
C -1.796340 6.091175 0.655291 0.40 -1.68 -0.73
N -2.849858 9.489725 -0.160361 -0.69 0.44 1.22
O -2.918213 9.976017 0.958313 0.12 -0.06 -0.24
O -3.363852 9.981859 -1.137937 0.19 -0.06 -0.70
H -0.302335 4.927540 -0.431605 -0.45 0.13 0.19
H 0.186567 6.622181 -2.053059 -0.61 0.32 0.64
H -0.996522 8.869879 -2.030293 -0.65 -1.15 1.28
H -3.188884 7.569444 1.445537 0.35 -0.40 -0.25
H -2.055676 5.218282 1.241346 -0.13 0.41 0.55
C -8.013028 2.693081 -2.096943 -2.96 2.53 -0.88
C -7.417894 1.732256 -2.869158 -0.64 -0.80 -0.66
C -6.191468 1.312388 -2.474072 1.79 -0.75 -0.66
C -5.585666 1.950405 -1.409945 1.17 -0.99 -1.48
C -6.172960 2.916591 -0.668751 0.72 0.94 2.15
C -7.459100 3.317118 -0.974157 -0.77 0.12 -0.36
N -4.140331 1.603258 -1.195735 -1.64 -0.36 1.49
O -3.609699 0.878622 -2.002023 0.49 -0.01 -0.09
O -3.672767 1.937608 -0.126544 0.42 0.29 -0.22
H -8.961577 3.165328 -2.534776 1.17 -0.93 0.97
H -7.859676 1.314455 -3.797544 0.14 0.51 0.89
H -5.613410 0.565403 -3.039666 -0.43 0.48 0.34
H -5.553568 3.271062 0.177619 -0.70 0.24 -0.69
H -8.052862 4.116498 -0.435248 1.09 -1.08 -0.64
C 1.198226 -4.370401 -0.338787 -1.41 0.14 -0.18
C 1.921417 -5.702275 -0.423499 -0.01 -0.54 -0.86
O 1.661265 -6.355319 0.855156 0.14 2.19 -0.82
C 1.168543 -5.379080 1.688687 -0.53 -0.03 2.45
O 0.996831 -5.561501 2.903007 0.48 0.45 -3.20
O 0.886673 -4.203128 1.053672 0.52 -2.25 1.10
F 3.297497 -5.524550 -0.629855 -1.07 -0.20 0.67
H 0.211993 -4.352242 -0.888097 1.31 -0.23 0.40
H 1.788088 -3.516696 -0.604966 0.51 0.13 -0.47
H 1.541650 -6.312964 -1.268675 0.38 0.11 0.91
C -0.726708 1.742827 3.138924 -0.54 -1.98 -3.02
C 0.501568 0.943650 2.667944 1.53 0.50 1.59
O 0.270434 -0.372945 3.130641 0.37 0.96 0.15
C -0.760685 -0.368035 4.050483 0.57 0.58 -2.54
O -1.141737 -1.356030 4.568464 -0.16 -0.40 1.06
O -1.332543 0.827304 4.015117 -1.18 -0.09 1.95
F 1.709580 1.462141 3.288739 -1.69 -0.67 -0.20
H -1.432419 1.840388 2.241671 0.96 0.25 1.22
H -0.532670 2.658010 3.615720 0.40 1.10 0.56
H 0.776152 0.958593 1.638372 -0.27 -0.08 -0.71
C 3.098978 -8.524400 2.906436 0.49 -1.44 -1.37
C 3.231061 -7.725114 4.121121 0.00 -0.68 2.12
O 3.917193 -6.598608 3.774200 0.42 -0.12 -0.87
C 4.335836 -6.776470 2.483910 1.01 1.98 -0.49
O 4.963681 -5.915275 1.939419 0.07 -0.31 -0.12
O 3.935101 -7.908500 1.943641 0.85 0.42 0.36
F 3.991436 -8.502917 4.993902 0.03 0.50 0.34
H 2.171683 -8.468085 2.465055 -2.51 -0.09 -0.57
H 3.406649 -9.558717 3.003746 0.00 -0.05 0.35
H 2.329961 -7.428335 4.627030 -0.41 -0.11 0.25
C -7.116865 -2.747895 -0.658534 0.31 1.16 -1.04
C -6.210333 -1.497004 -0.932635 -0.32 -1.95 -1.57
O -5.773855 -1.767965 -2.281317 0.03 -0.16 0.73
C -5.961274 -3.099231 -2.617445 -1.39 2.04 1.49
O -5.572489 -3.579449 -3.607322 0.97 -0.93 -1.29
O -6.779153 -3.675615 -1.727038 -0.08 0.23 1.06
F -5.127861 -1.454004 -0.142093 0.61 -0.12 0.60
H -8.165806 -2.445371 -0.724956 0.09 -0.26 -0.26
H -6.940643 -3.184548 0.299134 0.40 -0.47 0.53
H -6.668508 -0.525726 -0.909060 -0.44 0.23 -0.01
C 6.687462 -3.523188 0.788074 0.32 -0.09 -0.71
C 5.775736 -2.937362 1.838077 0.06 0.33 -0.06
O 4.962005 -2.091502 1.037672 -0.80 0.37 2.18
C 5.516740 -1.819599 -0.135261 -1.22 0.29 -2.04
O 5.083553 -1.046749 -0.961601 0.60 -0.26 1.33
O 6.491760 -2.663450 -0.373326 1.59 -0.70 0.41
F 6.470444 -2.204581 2.786084 0.16 0.24 -0.76
H 6.429046 -4.528797 0.469706 -0.20 -0.04 0.28
H 7.724290 -3.489484 1.100400 0.15 0.12 -0.04
H 5.215023 -3.628054 2.458024 -0.33 -0.12 -0.73
C -3.774949 -5.955343 -1.363280 1.49 -0.56 -1.48
C -2.979832 -4.808817 -1.938769 1.10 -0.15 0.27
O -1.619139 -5.228275 -1.892612 -1.17 -0.18 0.20
C -1.588304 -6.454765 -1.300616 0.68 0.67 0.24
O -0.578918 -6.980022 -0.993028 1.29 -0.76 0.11
O -2.772677 -6.945526 -1.052741 -1.36 0.13 0.07
F -3.122068 -3.717186 -1.149111 0.00 0.80 0.37
H -4.379004 -6.332905 -2.141635 -1.00 -0.67 -0.60
H -4.305203 -5.698534 -0.503231 -0.86 0.39 1.34
H -3.167127 -4.528688 -2.949932 -0.49 0.28 -0.67
C -4.642539 6.810760 -3.548778 -0.36 0.11 2.39
C -4.015184 5.786864 -2.593309 -0.97 0.17 -0.47
O -4.488329 4.565205 -3.011056 -1.17 -0.19 -1.38
C -5.502314 4.768465 -3.985262 0.79 -3.94 1.08
O -6.099605 3.819367 -4.444884 0.76 2.14 0.47
O -5.594925 6.025159 -4.247487 -0.85 1.99 -1.17
F -4.497165 5.984774 -1.334334 0.17 0.28 0.71
H -3.872146 7.205255 -4.168085 0.16 0.41 -0.95
H -5.126621 7.609071 -2.902098 0.38 -0.87 -1.18
H -2.955491 5.790455 -2.630105 1.06 -0.05 0.53
C -1.128899 -1.015891 -0.984960 -0.37 1.03 2.48
C -0.403514 0.345072 -1.061344 -0.51 -2.02 0.93
O 0.863721 -0.038677 -0.621799 1.16 2.09 -0.26
C 0.867250 -1.157542 0.118777 0.39 0.00 -0.96
O 1.819336 -1.570236 0.703665 -0.11 0.30 0.44
O -0.301375 -1.735192 -0.018096 -1.41 -1.00 -0.19
F -0.938593 1.197298 -0.112465 0.24 0.02 -0.51
H -1.201468 -1.553616 -1.880179 0.25 -0.74 -1.39
H -2.121141 -0.940453 -0.519074 0.29 0.14 -0.29
H -0.390210 0.777637 -2.044900 0.23 0.57 -0.12
C 3.447306 5.230671 -0.093073 -0.32 2.07 -1.41
C 2.791243 4.521471 0.991456 -1.24 -2.88 0.55
O 2.099307 3.466809 0.308423 -0.01 -0.99 -0.13
C 2.026965 3.681956 -1.084235 0.75 1.28 3.88
O 1.367607 3.059732 -1.816843 -0.65 -0.98 -1.25
O 2.705506 4.791801 -1.280442 1.56 1.22 -0.93
F 1.839509 5.295235 1.512042 -1.46 1.36 1.01
H 4.506281 5.026901 -0.132746 0.24 -0.04 -0.55
H 3.209637 6.337459 0.011576 0.69 -1.37 -0.21
H 3.305343 4.079987 1.866028 0.41 0.19 -0.88
C 3.088045 -2.949513 3.671215 0.05 -1.43 0.64
C 2.030529 -2.950749 4.818218 0.77 -1.01 -0.92
O 2.324649 -1.816778 5.528229 0.30 0.78 0.95
C 3.527020 -1.238201 5.157778 -1.36 -1.26 -0.71
O 3.985345 -0.279213 5.678099 0.26 -0.07 0.00
O 3.984715 -1.913964 4.090289 0.57 0.33 -0.06
F 2.083910 -4.096789 5.632870 0.68 0.89 -0.42
H 2.763957 -2.810689 2.631547 -0.48 0.71 0.50
H 3.596502 -3.942355 3.628792 -0.11 0.73 0.58
H 1.029817 -2.950355 4.490349 -1.18 0.33 -0.46
C 4.818272 -0.500333 -3.968327 -0.69 -0.42 0.22
C 3.694766 0.514799 -4.018899 -0.11 1.79 1.64
O 2.707666 0.051085 -3.093640 1.51 -0.95 -0.96
C 2.974066 -1.268642 -2.898711 -1.29 -1.66 2.23
O 2.228452 -1.952310 -2.194271 2.03 1.01 -2.30
O 4.150186 -1.686795 -3.480799 -1.82 0.87 0.35
F 3.091429 0.611102 -5.228731 0.10 -0.16 -0.61
H 5.550349 -0.250119 -3.192694 0.10 0.16 -0.52
H 5.193189 -0.674645 -4.982347 0.23 -0.07 0.41
H 3.993484 1.531394 -3.667749 -0.21 -0.72 -0.49
C -2.050965 -4.093306 2.768208 -1.57 -0.05 1.52
C -2.991607 -2.908459 2.970899 0.35 0.33 0.36
O -4.289343 -3.409063 2.636554 1.00 1.78 1.47
C -4.085181 -4.490880 1.931610 -2.21 -1.62 -0.66
O -4.953670 -5.098929 1.387499 -1.15 -0.08 -0.65
O -2.878049 -4.918216 1.959441 2.83 -1.20 -0.45
F -2.749067 -1.916704 2.056275 0.18 0.22 0.41
H -1.937610 -4.568327 3.781465 0.38 0.20 -1.13
H -1.143844 -3.875013 2.254426 0.68 0.25 -0.12
H -2.909622 -2.565126 4.016178 -0.58 0.42 -0.78
```
Forces are in eV/Å.

Atom charges from the Löwdin analysis, given in e for atoms 1 to 2:
1 C -0.08
2 C -0.07